Below is 6 unconnected molecules or ions with the total composition C25H50BrN5O10, with properties calculated with the ωB97M-V functional and the def2-TZVPD basis.

The spin multiplicity is 1. Its highest occupied orbital energy is -9.0 eV. Its LUMO energy is 0.0117 Ha. Its SMILES is CCOC(=O)CCCC(=O)OCCC(=O)Br.CNC(C)=O.CNC(C)=O.CNC(C)=O.CNC(C)=O.CNC(C)=O. The calculation puts the largest force on an atom at 0.88 eV/A.

XYZ file:
```
91
C25H50BrN5O10 the ωB97M-V functional and the def2-TZVPD basis
C 2.70481 -3.61259 0.38487
C 1.63213 -4.08460 -0.56782
O 1.48899 -3.24187 -1.72711
C 1.07269 -1.96969 -1.59503
O 1.21448 -1.22321 -2.53329
C 0.41420 -1.48128 -0.32685
C -0.81676 -0.62772 -0.63143
C -2.02109 -1.43710 -1.12477
C -3.30104 -1.05579 -0.45194
O -3.51174 0.00042 0.08159
O -4.25156 -2.02573 -0.53383
C -5.59284 -1.53266 -0.64338
C -6.44869 -2.62398 -1.27259
C -7.05958 -3.64762 -0.34546
O -7.92449 -4.38286 -0.66199
Br -6.34036 -3.75988 1.47438
H 3.65955 -3.47424 -0.11565
H 2.83277 -4.38522 1.14918
H 2.41960 -2.70639 0.91768
H 0.66960 -4.22481 -0.07180
H 1.90545 -5.05972 -0.96875
H 0.13305 -2.26544 0.37339
H 1.11870 -0.82305 0.17547
H -1.07635 -0.10914 0.29093
H -0.54094 0.12324 -1.36925
H -1.86576 -2.51469 -1.05580
H -2.18912 -1.22238 -2.18543
H -5.97586 -1.24026 0.33296
H -5.61475 -0.65748 -1.29330
H -7.27074 -2.15700 -1.81299
H -5.81936 -3.16420 -1.98169
C 5.65003 1.79826 -2.19709
N 5.44636 0.60268 -1.39675
C 4.89502 -0.57806 -1.78038
C 4.42584 -0.69281 -3.21037
O 4.78400 -1.50072 -0.98646
H 6.71135 2.04853 -2.23246
H 5.11008 2.63822 -1.75614
H 5.29640 1.65771 -3.20972
H 5.73795 0.61402 -0.43232
H 4.00554 -1.68342 -3.35390
H 3.65274 0.04572 -3.42169
H 5.25724 -0.55080 -3.90212
C 5.84774 7.14425 -5.17414
N 6.04950 5.72608 -4.94900
C 5.11484 4.74200 -4.88432
C 3.66912 5.14140 -5.06613
O 5.44398 3.58334 -4.68682
H 6.37434 7.46357 -6.07480
H 6.22770 7.72024 -4.32891
H 4.79261 7.36408 -5.29516
H 6.99258 5.39363 -4.82200
H 3.05660 4.24864 -4.98802
H 3.36243 5.85004 -4.29591
H 3.51194 5.59317 -6.04607
C -3.66274 -6.22960 4.76647
N -3.02145 -7.21382 3.91779
C -3.50458 -7.79162 2.78281
C -4.88337 -7.37182 2.32959
O -2.83923 -8.60812 2.17000
H -3.06346 -5.31836 4.81227
H -3.77829 -6.61815 5.77996
H -4.64457 -5.97706 4.38024
H -2.09907 -7.53249 4.16934
H -5.12600 -7.90985 1.41858
H -5.62862 -7.61000 3.08957
H -4.91056 -6.30175 2.12389
C 1.47428 3.71763 2.39554
N 1.15741 2.35424 2.01325
C 1.53886 1.19292 2.60382
C 2.43992 1.28199 3.81029
O 1.14580 0.12483 2.15864
H 0.55401 4.26084 2.61708
H 1.99254 4.22612 1.58156
H 2.10453 3.74081 3.27819
H 0.57041 2.21338 1.20504
H 2.64526 0.27449 4.15807
H 3.38222 1.76701 3.55347
H 1.95871 1.84342 4.61186
C -3.07462 2.94675 2.34222
N -2.38753 4.20147 2.08367
C -2.77063 5.46423 2.40808
C -4.08526 5.62570 3.13482
O -2.06782 6.41934 2.11923
H -2.44939 2.29446 2.95460
H -3.29124 2.42995 1.40648
H -4.00758 3.12565 2.86602
H -1.50650 4.17064 1.59661
H -4.24374 6.68342 3.32008
H -4.91019 5.24339 2.53277
H -4.06841 5.09705 4.08849
```

Below is 9 unconnected molecules or ions with the total composition C25H50Cl16F2N2O4P2, with properties calculated with the ωB97M-V functional and the def2-TZVPD basis.

The spin multiplicity is 1. Its highest occupied orbital energy is -7.7 eV. Its LUMO energy is 0.0140 Ha. Its SMILES is CC[PH](CCCCOC=O)([PH2]=N)N(C(=O)F)C(=O)F.ClCCCl.ClCCCl.ClCCCl.ClCCCl.ClCCCl.ClCCCl.ClCCCl.ClCCCl. The calculation puts the largest force on an atom at 2.17 eV/A.

XYZ file:
```
101
C25H50Cl16F2N2O4P2 the ωB97M-V functional and the def2-TZVPD basis
C -0.74790 2.49682 1.29487
C -0.29559 1.15737 1.89584
P -0.56593 -0.28476 0.77235
C -2.23304 -0.41654 0.05229
C -3.36670 -0.13443 1.05479
C -4.56080 0.55230 0.39697
C -5.67357 -0.42141 0.09480
O -6.72334 0.26571 -0.63244
C -7.89873 0.28577 0.05749
O -8.12441 1.06568 0.94285
P -1.11065 -1.72977 2.45877
N -1.44747 -3.11939 1.76292
N 0.09762 0.70160 -0.73895
C 1.47400 0.93045 -0.56190
O 2.00114 1.92049 -0.13043
F 2.24118 -0.11566 -0.94399
C -0.05886 -0.05945 -1.92312
O -0.19062 -1.24521 -2.03101
F -0.09584 0.73177 -3.00084
H -1.15641 3.12147 2.08132
H 0.06881 3.04561 0.84808
H -1.51441 2.36537 0.54209
H -0.94303 0.97916 2.74028
H 0.72535 1.18580 2.25089
H 0.47120 -1.21350 0.52994
H -2.37147 0.26893 -0.77402
H -2.35076 -1.43331 -0.31145
H -3.03332 0.52256 1.85215
H -3.67411 -1.05909 1.53212
H -4.28112 1.07788 -0.51149
H -4.98068 1.30805 1.05174
H -6.07847 -0.79422 1.03192
H -5.32850 -1.27829 -0.47522
H -8.63350 -0.45088 -0.28504
H 0.02166 -1.84162 3.28269
H -2.12781 -1.21515 3.30216
H -2.39340 -3.40443 1.99688
Cl -5.97970 4.04824 -3.80272
C -6.58297 3.24443 -2.32833
C -6.54972 4.15602 -1.12921
Cl -4.88268 4.52532 -0.61444
H -5.98807 2.35013 -2.16655
H -7.61001 2.94325 -2.52780
H -7.04273 3.66784 -0.28864
H -7.05162 5.09478 -1.32958
Cl 0.40408 -0.07670 5.13051
C 2.10457 0.46640 5.17152
C 2.61935 0.61781 6.57884
Cl 1.84365 1.97436 7.43309
H 2.17014 1.40331 4.62315
H 2.69044 -0.28531 4.64398
H 3.68790 0.82351 6.55468
H 2.45264 -0.28482 7.16038
Cl 7.91299 -1.41679 -1.02756
C 6.28403 -0.74333 -1.30738
C 6.04727 0.51624 -0.51695
Cl 5.95121 0.20306 1.23474
H 5.55798 -1.51214 -1.05777
H 6.20657 -0.52785 -2.37158
H 5.09754 0.95992 -0.81196
H 6.83559 1.24563 -0.68267
Cl 11.92956 -3.80615 -4.56358
C 11.01768 -2.28602 -4.34554
C 9.53854 -2.52022 -4.20106
Cl 8.79238 -3.10268 -5.71462
H 11.23472 -1.64358 -5.19530
H 11.40872 -1.80933 -3.44595
H 9.04556 -1.58540 -3.94287
H 9.32557 -3.24660 -3.42188
Cl -3.96047 -5.05074 2.67988
C -3.64759 -5.60833 4.33877
C -4.67932 -5.10010 5.31162
Cl -4.56373 -3.33549 5.54792
H -2.64711 -5.28422 4.61564
H -3.66462 -6.69661 4.31741
H -4.52591 -5.56235 6.28515
H -5.68727 -5.32696 4.97499
Cl -4.22177 -3.94861 -0.51889
C -4.67952 -4.89651 -1.95664
C -5.67509 -5.97891 -1.62858
Cl -4.96280 -7.26522 -0.62363
H -3.77014 -5.30830 -2.38588
H -5.11606 -4.20180 -2.67233
H -6.02141 -6.44685 -2.54850
H -6.53492 -5.57768 -1.09848
Cl 12.74469 0.23133 -3.05900
C 13.98289 0.10074 -4.33618
C 15.22225 -0.60690 -3.85414
Cl 16.12049 0.35605 -2.65429
H 14.20591 1.10454 -4.68700
H 13.53780 -0.46213 -5.15594
H 15.89312 -0.77807 -4.69390
H 14.97992 -1.56565 -3.40321
Cl -6.13006 8.11460 -2.55670
C -7.16931 9.03742 -1.44270
C -6.86914 8.71909 -0.00145
Cl -7.33703 7.05173 0.41381
H -8.20408 8.81482 -1.68946
H -6.98720 10.09410 -1.63078
H -7.43291 9.38500 0.64953
H -5.81127 8.83294 0.21961
```

HOMO-LUMO gap across the listed records, respectively: 9.3599; 8.1277 eV.
E across the listed records, respectively: -4582.87362; -9638.51289 Eh.